Record 1
9
Properties=species:S:1:pos:R:3:mulliken_charge:R:1 method="wB97M-V/def2-TZVPD" lumo_energy_ha=-0.034 smiles="[H]/N=C1/[PH]#P1N" de_lowest_kj_mol=238.8 homo_ev=-8.92
C 0.428 -0.901 -0.257 0.3030
N 0.019 -2.269 -0.786 -0.4990
N -0.876 1.393 0.372 -0.6057
P 1.876 -0.293 0.534 -0.1264
P 0.356 0.778 -0.661 0.0543
H -0.729 -2.031 -1.417 0.2577
H -1.756 1.300 -0.150 0.2635
H -0.868 2.415 0.389 0.2736
H 1.549 -0.391 1.977 0.0790



Record 2
96
Properties=species:S:1:pos:R:3:mulliken_charge:R:1 method="wB97M-V/def2-TZVPD" s_squared=0.77 lumo_energy_ha="-0.118 / -0.138" total_charge=+1 de_lowest_kj_mol=0.0 spin_multiplicity=2 homo_ev="-10.41 / -10.86"
Bi 0.186 -1.049 0.009 3.8526
C 2.279 0.891 -0.664 -1.7447
C 2.760 1.012 0.671 0.5843
C 2.175 2.255 1.258 0.9344
C 1.519 2.880 0.230 -0.4568
C 1.600 2.084 -0.991 -1.1784
C 1.206 2.445 -2.389 2.6781
C -0.331 2.327 -2.540 -1.2693
C 1.901 1.586 -3.430 -1.8425
C 1.575 3.915 -2.699 -1.8689
C 2.029 2.723 2.692 2.5449
C 3.338 3.075 3.440 -2.0335
C 1.244 4.033 2.672 -2.2626
C 1.209 1.680 3.510 -1.4690
C 3.960 0.200 1.141 2.1986
C 4.301 -0.881 0.120 -1.9904
C 5.166 1.172 1.130 -1.5621
C 3.782 -0.376 2.522 -1.7178
H 2.675 0.211 -1.387 0.9455
H 1.023 3.819 0.299 0.6801
H -0.682 1.298 -2.350 -0.2128
H -0.626 2.665 -3.536 0.6438
H -0.753 2.994 -1.803 0.3175
H 1.621 0.517 -3.376 -0.0830
H 2.960 1.698 -3.369 0.4607
H 1.636 1.962 -4.430 0.4865
H 1.014 4.627 -2.089 0.3235
H 1.358 4.084 -3.760 0.4671
H 2.641 4.084 -2.537 0.4258
H 3.931 3.759 2.868 0.4678
H 3.945 2.243 3.772 0.2812
H 3.071 3.634 4.361 0.4589
H 1.769 4.741 2.065 0.5382
H 1.133 4.435 3.677 0.4810
H 0.238 3.890 2.278 0.1967
H 1.706 0.710 3.629 0.1891
H 0.238 1.513 3.019 -0.0459
H 1.012 2.093 4.502 0.5893
H 4.531 -0.460 -0.846 0.3960
H 3.516 -1.655 0.024 0.1979
H 5.218 -1.396 0.438 0.5066
H 5.257 1.615 0.130 0.3337
H 6.061 0.574 1.363 0.4538
H 5.055 1.981 1.851 0.2556
H 2.980 -1.148 2.570 0.1662
H 3.555 0.379 3.283 0.0452
H 4.695 -0.905 2.813 0.6015
Cl -0.940 -6.234 -4.845 -0.2006
C -0.488 -4.804 -4.037 0.0769
C -0.741 -3.555 -4.574 -0.7083
C -0.399 -2.384 -3.908 0.8116
Cl -0.890 -0.866 -4.562 -0.1470
C 0.287 -2.423 -2.705 -0.9171
O 0.604 -1.295 -2.078 -0.2063
C 0.636 -3.699 -2.222 1.4083
C 1.447 -3.903 -1.029 -0.5655
O 1.643 -3.061 -0.176 -0.6121
C 0.241 -4.868 -2.874 -1.1161
H -1.198 -3.418 -5.545 0.4825
H 1.920 -4.898 -0.870 0.3427
H 0.546 -5.821 -2.497 0.5258
F 0.489 -1.750 2.718 -0.2048
P -0.896 -2.626 2.873 1.6808
F -1.100 -2.160 4.349 -0.3629
F -2.238 -3.467 2.798 -0.3832
F -1.681 -1.279 2.307 -0.5145
F -0.686 -3.029 1.188 -0.5142
F -0.063 -3.940 3.237 -0.3960
O -0.991 0.931 0.307 -1.5143
S -2.015 2.025 0.551 0.2187
C -2.520 1.928 2.283 -0.1143
C -4.039 1.882 2.279 -1.3561
C -4.430 0.944 1.116 0.0927
C -3.621 1.405 -0.101 -0.4894
H -2.039 2.770 2.768 0.5527
H -2.072 0.998 2.613 -0.1937
H -4.473 2.852 2.144 0.3765
H -4.386 1.551 3.246 0.4694
H -5.523 0.937 0.909 0.5347
H -4.167 -0.075 1.354 -0.2151
H -4.102 2.210 -0.607 0.6653
H -3.359 0.657 -0.845 -0.1434
O -1.914 -1.476 -0.802 -1.0798
S -2.588 -2.906 -0.883 0.5759
C -4.013 -2.814 0.232 -0.6163
C -5.147 -2.143 -0.535 -0.2153
C -5.117 -2.725 -1.944 -0.9128
C -3.659 -2.701 -2.374 -0.5959
H -3.681 -2.355 1.173 0.1722
H -4.218 -3.899 0.430 0.4873
H -5.068 -1.082 -0.589 -0.1289
H -6.092 -2.310 -0.017 0.5253
H -5.724 -2.101 -2.626 0.3879
H -5.506 -3.752 -1.964 0.3107
H -3.344 -1.735 -2.748 0.2073
H -3.364 -3.469 -3.064 0.5545